# 1
A cluster of 2 separate species, C4H9NO2 in total, computed with ωB97M-V/def2-TZVPD.

Geometry (Å):
C  2.0974  -0.1728  -1.2933
N  0.7308  -0.1735  -0.8256
C  0.3619  -0.1584  0.3827
C  -1.0451  -0.8476  0.6402
O  -1.4852  -1.3614  -0.5757
H  2.3084  -1.2166  -1.5611
H  2.2067  0.4103  -2.2138
H  2.8517  0.1553  -0.5669
H  0.9987  0.0352  1.2542
H  -0.7935  -1.6051  1.3921
H  -1.9302  -0.3474  1.0936
H  -0.7273  -1.1463  -1.1689
C  -1.4011  1.5959  0.3704
O  -0.3336  1.9423  0.8241
H  -2.3312  1.8009  0.9175
H  -1.5116  1.0543  -0.5906

Values from the calculation:
E_HOMO: -9.7833 eV
SMILES: C/N=C/CO.C=O
Kohn-Sham gap: 10.558 eV
Energy: -9876.1032 eV

Results of the Löwdin charge analysis, in e, for atoms 1 through 8: number 1, C, carries -0.103; number 2, N, carries -0.045; number 3, C, carries -0.179; number 4, C, carries -0.269; number 5, O, carries -0.087; number 6, H, carries 0.085; number 7, H, carries 0.076; number 8, H, carries 0.078


# 2
A cluster of 2 separate species, C9H19NO6S in total, computed with ωB97M-V/def2-TZVPD.

Geometry (Å):
C  1.6073  0.2913  1.2178
C  1.5594  1.6424  1.9393
C  0.8043  2.7324  1.1858
N  -0.4027  2.2479  0.4905
C  -1.3084  1.5618  1.3442
C  -2.0876  2.3519  2.3794
O  -3.3151  1.6039  2.5696
S  -3.5390  0.5310  1.4347
O  -4.7557  0.6932  0.7621
O  -3.2897  -0.7621  1.9185
O  -2.3657  1.0409  0.4940
H  2.6174  -0.0568  1.0675
H  1.0772  0.3189  0.2763
H  1.1195  -0.4637  1.8246
H  2.5771  1.9989  2.0322
H  1.1906  1.5617  2.9556
H  1.4674  3.1301  0.4276
H  0.5687  3.5746  1.8350
H  -0.9151  3.0465  0.1279
H  -0.8755  0.6885  1.8221
H  -2.4055  3.3151  1.9985
H  -1.5655  2.3877  3.3212
C  -0.6144  -2.2655  -1.4854
C  -0.0727  -1.6541  -2.7590
O  1.2515  -1.1405  -2.5788
C  2.3605  -1.8966  -2.6922
C  2.2337  -3.4016  -2.7721
O  3.4310  -1.3563  -2.6663
H  -0.0241  -3.1247  -1.1661
H  -1.6456  -2.5898  -1.6232
H  -0.5857  -1.5318  -0.6798
H  -0.1094  -2.3458  -3.6016
H  -0.6716  -0.7894  -3.0377
H  2.3319  -3.8123  -1.7683
H  3.0495  -3.7765  -3.3839
H  1.3024  -3.7513  -3.2101

Values from the calculation:
E_HOMO: -10.1219 eV
SMILES: CCCN[C@H]1COS(=O)(=O)O1.CCOC(C)=O
Kohn-Sham gap: 10.679 eV
Energy: -34250.3505 eV

Results of the Löwdin charge analysis, in e, for atoms 1 through 8: number 1, C, carries -0.091; number 2, C, carries -0.231; number 3, C, carries -0.209; number 4, N, carries 0.011; number 5, C, carries -0.382; number 6, C, carries -0.086; number 7, O, carries -0.177; number 8, S, carries 0.542


# 3
The ion C3HN2O3 with charge -1, computed with ωB97M-V/def2-TZVPD.

Geometry (Å):
N  -0.1274  -0.2488  -2.3007
C  -0.7208  0.0741  -1.3926
O  -1.4121  0.5205  -0.4066
C  -0.8050  0.5542  0.9910
O  -1.3574  1.3132  1.7315
N  0.1157  -0.3859  1.0798
C  1.1763  -0.5555  0.3067
O  1.7693  -1.6423  0.1684
H  1.3613  0.3705  -0.1775

Values from the calculation:
E_HOMO: -5.2231 eV
SMILES: N#CO/C([O-])=N\C=O
Charge: -1
Kohn-Sham gap: 9.179 eV
Energy: -12250.6047 eV

Results of the Löwdin charge analysis, in e, for atoms 1 through 8: number 1, N, carries 0.154; number 2, C, carries -0.428; number 3, O, carries 0.048; number 4, C, carries -0.525; number 5, O, carries 0.076; number 6, N, carries 0.115; number 7, C, carries -0.469; number 8, O, carries -0.068


# 4
The ion C11H24N3 with charge +1, computed with ωB97M-V/def2-TZVPD.

Geometry (Å):
C  -4.7230  0.6246  -0.2204
N  -3.5914  0.3414  0.2794
C  -2.3840  0.5024  -0.4811
C  -1.5290  -0.6473  -0.2920
N  -0.2192  -0.7800  -0.2029
N  0.2469  -1.8712  0.4760
C  -0.6381  -2.5025  1.4555
C  0.7968  0.2148  -0.3902
C  0.5111  1.0394  -1.5850
C  2.0992  -0.5528  -0.6174
C  2.0749  -1.3127  -1.8534
C  0.8106  1.0489  1.0155
C  1.7014  0.4579  2.1134
C  1.2393  2.5542  0.7059
H  -5.7318  0.4284  0.2600
H  -4.7882  0.7862  -1.2910
H  -1.8354  1.3657  -0.0253
H  -2.6942  0.8369  -1.5485
H  -1.9361  -1.5667  0.0543
H  0.9165  -2.4489  -0.0732
H  -1.1493  -3.2706  0.8880
H  0.1580  -2.8678  2.1504
H  -1.2264  -1.6521  1.9475
H  1.3244  1.5160  -2.1588
H  -0.0942  0.4915  -2.3558
H  -0.1438  2.0149  -1.3940
H  2.3870  -1.2206  0.1699
H  2.8908  0.3098  -0.8993
H  2.0802  -0.6861  -2.7571
H  1.2639  -1.8447  -2.1760
H  2.9514  -1.9516  -1.9743
H  -0.1484  1.2214  1.3883
H  1.2957  0.9868  3.0634
H  2.8212  0.4650  1.9130
H  1.3250  -0.5458  2.4828
H  0.5444  2.9934  -0.0002
H  1.1842  3.0401  1.6436
H  2.2097  2.4818  0.2890

Values from the calculation:
E_HOMO: -13.0835 eV
SMILES: C=NC/C=[N+](/NC)[C@](C)(CC)C(C)C
Charge: +1
Kohn-Sham gap: 9.157 eV
Energy: -16255.4608 eV

Results of the Löwdin charge analysis, in e, for atoms 1 through 8: number 1, C, carries -0.006; number 2, N, carries -0.043; number 3, C, carries -0.211; number 4, C, carries 0.031; number 5, N, carries -0.043; number 6, N, carries -0.062; number 7, C, carries -0.036; number 8, C, carries -0.426


# 5
A structure of composition C8H15BeO5, computed with ωB97M-V/def2-TZVPD.

Geometry (Å):
C  0.5577  3.0291  0.9798
O  0.7092  2.0441  1.7091
C  -0.4185  1.2282  2.1836
C  0.0799  -0.1834  2.3396
O  0.2593  -0.8262  1.0723
C  1.6056  -1.0021  0.6090
C  1.6851  -0.6544  -0.8633
O  2.6330  -0.8691  -1.5455
H  -0.4315  3.2757  0.5686
H  1.4684  3.4786  0.5690
H  -1.2352  1.3362  1.4595
H  -0.6960  1.6421  3.1600
H  1.0203  -0.2305  2.9013
H  -0.6777  -0.7385  2.9063
H  1.9336  -2.0351  0.7895
H  2.2887  -0.3268  1.1410
O  0.1953  -2.3190  -0.6626
C  -0.2222  -1.9722  -1.9421
C  -1.5813  -1.2706  -1.9090
O  -1.5413  -0.2691  -0.8569
C  -0.9074  0.9406  -1.2310
Be  -0.7930  -1.2410  0.1971
H  -0.3228  -2.8474  -2.6095
H  0.5130  -1.2821  -2.4049
H  -2.3941  -1.9659  -1.6599
H  -1.8253  -0.7724  -2.8568
H  -1.5997  1.3622  -1.9767
H  -0.6911  1.9549  -0.8917
H  0.3880  0.5139  -1.1757

Values from the calculation:
E_HOMO (spin up / spin down): -15.3037 / -16.7475 eV
Charge: +2
Kohn-Sham gap (spin up / spin down): 5.325 / 6.774 eV
Spin multiplicity: 2
Energy: -19154.2097 eV

Results of the Löwdin charge analysis, in e, for atoms 1 through 8: number 1, C, carries 0.231; number 2, O, carries 0.071; number 3, C, carries -0.017; number 4, C, carries -0.046; number 5, O, carries -0.182; number 6, C, carries -0.053; number 7, C, carries -0.191; number 8, O, carries 0.214


Strongest force on any atom, respectively: 1.32, 1.83, 3.48, 4.88, 4.86 eV/A.
Relative energy (zero: lowest compared OMol25 entry of this formula, charge and spin), respectively: 381.84, 19.65, 137.46, 275.25, 0.00 kJ/mol.
Molecular weight, respectively: 103.1, 269.3, 113.1, 198.3, 200.2 g mol⁻¹.